C5H11NO2 | ωB97M-V/def2-TZVPD

Each line ends with the natural charge from an NBO analysis.
Element x y z (Å)
C: 0.72558 -1.48148 -0.00951  -0.6166
C: 0.08532 -0.12289 -0.27708  -0.0495
C: -1.31509 -0.09963 0.33486  -0.4238
C: -2.35687 -1.14540 -0.13213  -0.0087
O: -3.59201 -0.99830 0.42738  -0.9964
N: 0.88328 0.96972 0.27120  -0.7102
C: 2.40040 1.10685 0.03883  0.1478
O: 2.74273 2.15738 -0.70726  -0.9780
H: 0.53664 -1.84404 0.99579  0.1908
H: 0.21898 -2.19426 -0.69060  0.1899
H: 1.77436 -1.53849 -0.29489  0.1925
H: -0.02985 -0.01643 -1.36179  0.1363
H: -1.78928 0.85876 0.12176  0.1793
H: -1.27160 -0.06271 1.42885  0.1797
H: -1.94213 -2.16888 0.05885  0.0626
H: -2.33235 -1.06791 -1.26362  0.0487
H: 0.54565 1.87016 -0.03527  0.3535
H: 2.78788 1.14533 1.07757  0.0495
H: 2.71477 0.13708 -0.39809  0.0528

Properties
Net charge   -2
SMILES   C[C@@H](CC[O-])NC[O-]
Total energy   -402.21358 Ha
2S+1   1
F_max   1.5 eV/Å
Orbital gap   6.265 eV
HOMO energy   0.55 eV
M   117.15 g mol⁻¹


C16H39AuN2O12P2Si | ωB97M-V/def2-TZVPD

Each line ends with the Mulliken charge.
Element x y z (Å)
Au: 0.08586 0.58632 0.27002  0.9633
N: -0.68017 -0.02282 -3.05411  0.0124
C: -1.06768 1.41644 -2.77847  0.3387
C: -1.57387 2.03614 -4.07799  -1.6881
P: 0.45491 2.36449 -2.19112  1.0857
O: 1.52206 1.20008 -2.48556  -0.4527
O: 0.62620 3.57358 -3.00021  -0.7540
O: 0.32719 2.52568 -0.66880  -0.6971
P: -2.43377 1.38708 -1.53689  0.8485
O: -3.33560 0.18270 -2.20596  -0.6156
O: -3.19057 2.63901 -1.50009  -0.7696
O: -1.90033 0.73841 -0.25061  -0.6019
H: 0.30978 -0.03853 -3.33057  0.4687
H: -1.28530 -0.41398 -3.77522  0.4084
H: -0.74259 -0.63178 -2.22037  0.1163
H: -0.76859 2.11985 -4.80835  0.4259
H: -1.92969 3.04130 -3.86894  0.3621
H: -2.39970 1.45264 -4.49466  0.5170
H: 2.32302 1.19839 -1.88891  0.4177
H: -4.20637 0.54076 -2.40648  0.3022
N: -2.96936 -1.99156 0.26517  -0.2648
C: -2.18452 -3.03063 0.62765  -0.6652
C: -0.41837 -2.91852 -0.12771  0.5532
O: 0.21906 -3.76333 0.41016  -0.5034
O: -0.38988 -2.02702 -0.94832  -0.5610
H: -2.78996 -1.07504 0.66139  0.2499
H: -3.26556 -1.91993 -0.69804  0.2276
H: -2.44879 -3.98577 0.18531  0.3945
H: -1.92235 -3.07472 1.67792  0.3891
C: 4.64944 2.36578 -2.67107  -1.9622
C: 4.97316 1.67305 -1.35442  1.8569
C: 5.60273 2.66491 -0.38543  -1.6498
C: 5.89585 0.48431 -1.58046  -1.3527
O: 3.72246 1.16039 -0.82508  0.0484
Si: 3.25814 1.03687 0.76793  -0.9962
O: 1.91249 0.14806 0.83344  -0.3489
O: 3.10952 2.57599 1.25718  0.6173
C: 2.75099 3.17985 2.50016  1.6952
C: 1.67389 2.35954 3.20063  -1.2547
C: 2.22135 4.56116 2.14896  -1.6826
C: 4.00455 3.26913 3.36321  -1.4701
O: 4.40294 0.32531 1.68282  0.2134
C: 4.66156 -1.04193 2.02761  1.6195
C: 3.84567 -1.35819 3.27559  -1.5956
C: 6.15133 -1.13006 2.32098  -1.6316
C: 4.27970 -1.98622 0.89220  -1.2514
H: 5.56198 2.77651 -3.10479  0.4798
H: 3.94053 3.18010 -2.51528  0.3806
H: 4.21687 1.66538 -3.38555  0.3608
H: 6.54064 3.02783 -0.80710  0.5358
H: 5.81281 2.19572 0.57777  0.2220
H: 4.93721 3.51082 -0.21785  0.3186
H: 6.83428 0.81226 -2.02930  0.4702
H: 5.42302 -0.24067 -2.24508  0.3427
H: 6.11851 -0.00542 -0.63152  -0.1022
H: 0.79502 2.26782 2.55833  0.0862
H: 1.37359 2.85139 4.12637  0.5879
H: 2.03845 1.35804 3.43925  0.1629
H: 1.37043 4.46986 1.47258  0.2312
H: 2.99658 5.14258 1.64893  0.3408
H: 1.90880 5.09324 3.04880  0.4190
H: 4.42624 2.27420 3.51201  0.0948
H: 3.77394 3.70700 4.33574  0.4707
H: 4.75432 3.88853 2.86882  0.3449
H: 4.10544 -0.66617 4.07826  0.2928
H: 4.03746 -2.37732 3.61498  0.5289
H: 2.78156 -1.25621 3.05597  0.1551
H: 6.41464 -0.45986 3.14012  0.3042
H: 6.73027 -0.84191 1.44211  0.2879
H: 6.42518 -2.14904 2.59757  0.4267
H: 3.21674 -1.90641 0.66596  0.1210
H: 4.50097 -3.01535 1.17779  0.5664
H: 4.84428 -1.75115 -0.01190  0.2072

Properties
Net charge   0
Total energy   -2753.71339 Ha
2S+1   3
F_max   0.6 eV/Å
Orbital gap (alpha / beta)   9.033 / 7.686 eV
HOMO energy (alpha / beta)   -9.08 / -9.88 eV
Expectation value of S²   2.01
M   738.49 g mol⁻¹


C4H6ErLiO2 | ωB97M-V/def2-TZVPD

Each line ends with the natural charge from an NBO analysis.
Element x y z (Å)
O: -1.35448 1.55182 0.24251  -1.0993
Er: 0.46451 2.65713 0.32636  1.1305
C: -1.68786 0.20683 0.26914  -0.0558
C: -0.49755 -0.75987 0.26592  -0.4274
H: -2.28890 -0.02287 1.17449  0.1888
H: 0.07410 -0.60223 1.19709  0.2107
H: -0.88792 -1.78761 0.33329  0.2510
H: -2.32919 -0.05392 -0.60242  0.1755
C: 0.38940 -0.66852 -1.02722  -0.5781
C: 1.75785 -0.23038 -0.61366  0.4647
O: 2.49921 -0.87555 0.15441  -0.4900
Li: 3.45897 2.16526 1.60644  0.7187
H: -0.06987 0.03621 -1.74336  0.2320
H: 0.47174 -1.61628 -1.58296  0.2786

Properties
Net charge   +1
Total energy   -1328.71932 Ha
2S+1   5
F_max   5.2 eV/Å
Orbital gap (alpha / beta)   6.000 / 6.069 eV
HOMO energy (alpha / beta)   -10.63 / -10.79 eV
Expectation value of S²   6.02
M   260.29 g mol⁻¹


B5CaF20 | ωB97M-V/def2-TZVPD

Each line ends with the natural charge from an NBO analysis.
Element x y z (Å)
Ca: 8.36133 -13.80901 5.90130  1.9506
B: 9.91393 -11.69312 10.58573  1.3127
F: 8.83820 -11.00126 11.13728  -0.5817
F: 9.56905 -12.11302 9.38304  -0.5639
F: 11.08270 -11.03049 10.48857  -0.5702
F: 10.22868 -12.79759 11.38690  -0.5945
B: 8.96019 -10.39048 4.61382  1.3208
F: 10.13885 -10.59548 5.30283  -0.5675
F: 8.85367 -9.07761 4.24249  -0.5632
F: 9.00237 -11.26120 3.53955  -0.5754
F: 7.89422 -10.76484 5.48850  -0.6031
B: 11.87902 -15.05455 6.00224  1.3214
F: 11.25604 -14.47749 4.95411  -0.5843
F: 12.59265 -14.10868 6.65652  -0.5567
F: 10.82078 -15.45806 6.86605  -0.6004
F: 12.69770 -16.04833 5.49301  -0.5669
B: 7.72235 -16.50221 2.99546  1.3107
F: 7.34361 -15.20904 3.13718  -0.5841
F: 6.73669 -17.30464 2.51140  -0.5627
F: 8.88221 -16.61369 2.33391  -0.5562
F: 8.02819 -16.87644 4.31628  -0.5984
B: 5.49127 -14.85871 7.73794  1.2977
F: 5.34361 -14.92566 6.37925  -0.5804
F: 5.70460 -13.55011 8.02163  -0.5645
F: 4.45559 -15.38128 8.41239  -0.5550
F: 6.62993 -15.62596 8.00510  -0.5849

Properties
Net charge   -3
Total energy   -2800.49978 Ha
2S+1   1
F_max   4.1 eV/Å
Orbital gap   10.149 eV
HOMO energy   -3.58 eV
M   474.10 g mol⁻¹


Question: Among the records above, which one has the highest F_max?
Answer: C4H6ErLiO2


Question: Which of these has the lowest F_max?
Answer: C16H39AuN2O12P2Si


Question: Which value of M does entry 4 give?
Answer: 474.10 g mol⁻¹